{"formula": "C26H73N3O13", "method": "ωB97M-V with the def2-TZVPD basis set", "species": ["O", "O", "O", "O", "O", "O", "O", "O", "O", "O", "O", "O", "O", "N", "N", "N", "C", "C", "C", "C", "C", "C", "C", "C", "C", "C", "C", "C", "C", "C", "C", "C", "C", "C", "C", "C", "C", "C", "C", "C", "C", "C", "H", "H", "H", "H", "H", "H", "H", "H", "H", "H", "H", "H", "H", "H", "H", "H", "H", "H", "H", "H", "H", "H", "H", "H", "H", "H", "H", "H", "H", "H", "H", "H", "H", "H", "H", "H", "H", "H", "H", "H", "H", "H", "H", "H", "H", "H", "H", "H", "H", "H", "H", "H", "H", "H", "H", "H", "H", "H", "H", "H", "H", "H", "H", "H", "H", "H", "H", "H", "H", "H", "H", "H", "H"], "positions_angstrom": [[-1.57117, 1.40869, -2.89791], [-1.13485, 3.11209, 3.95689], [1.65642, -3.32730, -0.99138], [1.30988, -5.04027, 2.02449], [6.36610, -0.33701, 2.20348], [-2.36302, 3.86062, -3.77990], [2.23691, 2.05370, -4.17667], [-0.06148, -1.87410, 0.70365], [-3.38700, -0.47482, 1.95970], [-4.95471, -0.06844, -0.88630], [-3.95646, 2.32393, -1.79714], [-3.65747, 0.36911, -4.59005], [-0.87803, -2.26074, -1.91372], [4.87260, 1.55113, -3.86516], [-0.98738, -3.49353, 2.60796], [-3.48625, 2.34688, 1.31966], [-2.88097, 4.56579, 2.11889], [-3.79218, -0.73560, -0.53090], [4.31329, 0.92300, 2.21016], [-2.45226, 3.10829, 1.98414], [-1.37926, 0.43789, -3.92064], [2.46437, -5.33005, 1.20311], [-0.07342, -3.16535, -2.62348], [-0.07281, -0.45331, 0.90399], [1.36390, -2.99082, -2.32672], [3.92108, 0.64408, -3.30439], [-3.53626, 4.32492, -3.10769], [2.65013, 1.48131, -3.00267], [-2.16641, 2.43793, 3.28008], [0.67395, 0.10567, -0.28989], [-2.58562, -0.43963, -4.15553], [-0.79363, 2.55786, 5.23077], [-4.46261, 3.19366, -2.81779], [4.60563, 0.10361, -2.02201], [4.36208, -1.51601, 2.78952], [5.09499, -0.19924, 2.86034], [1.33799, 3.11735, -4.11617], [0.11209, -4.41588, 4.69243], [0.21187, -3.49007, 3.49365], [1.45875, -3.80942, 2.66673], [-3.78230, -1.32392, 0.89069], [0.53502, -0.09011, 2.26820], [-2.86072, -0.14106, -0.73675], [5.18561, -0.04063, 3.95363], [1.56234, 3.87651, -3.32095], [3.92278, 0.60440, 1.24088], [0.77533, 0.99628, 2.37823], [-3.25531, 4.87040, -2.23985], [-4.38779, 2.72582, 1.52440], [3.43400, -1.38350, 3.36188], [0.86144, -4.07292, 5.35925], [-2.20257, 5.16039, 2.73094], [-3.10191, 2.36086, 3.92318], [-4.79824, -1.57176, 0.98068], [-0.52290, -0.19811, -3.70969], [2.94926, 2.27400, -2.31361], [1.62216, -1.95809, -2.58862], [-0.32437, -4.24987, -2.38218], [-0.23114, -0.32637, 3.00317], [4.47285, 0.69090, -1.08941], [2.71935, -4.47241, 0.55450], [4.17062, -0.88682, -1.69511], [4.88809, -2.31284, 3.34058], [-0.54923, -2.33280, 1.41547], [-1.10094, -0.18650, 0.90621], [5.72694, 1.04016, -4.18372], [0.64564, 1.20078, -0.28102], [-3.41608, 1.69622, -2.31284], [-0.24106, 1.60611, 5.13190], [-4.86522, 0.81482, -0.53939], [-0.21856, 3.30035, 5.75338], [-4.46694, -0.13993, -4.62553], [1.75154, -2.95646, 1.96616], [-1.87369, 1.36346, 3.01058], [-3.39890, 2.25551, 0.28635], [-2.83877, -0.90225, -3.14786], [3.49216, 1.20273, 2.83731], [1.47734, -0.59813, 2.50575], [1.88052, 0.82866, -2.54866], [0.32447, 2.75802, -3.87288], [0.12103, -0.18398, -1.21568], [2.20138, -6.15152, 0.53018], [3.63217, -0.16224, -3.98419], [-1.59744, 3.01563, 1.33193], [1.38762, 3.69231, -5.04020], [2.27657, -3.90312, 3.41480], [-4.08353, 5.06513, -3.73801], [-1.78537, 2.23138, -3.36595], [3.30726, -5.47676, 1.89224], [5.68160, -0.17285, -2.17911], [-2.38772, -1.29257, -4.86631], [-0.24334, -3.01241, -3.68284], [-5.33970, 3.65735, -2.40927], [-4.72502, 2.67821, -3.73610], [-1.67186, 2.36971, 5.84761], [-1.80333, 4.65351, -3.91350], [-3.85083, 4.58480, 2.61572], [4.22489, -1.82165, 1.77653], [1.09273, -2.86732, -0.35016], [0.22601, -5.48523, 4.51297], [6.69868, 0.54018, 2.01439], [1.70942, -0.25839, -0.28932], [-1.24438, 0.91866, -4.86316], [4.47023, 2.02860, -4.68681], [1.92014, -3.62807, -3.02651], [-3.68227, -1.65308, -1.19284], [-3.49341, 0.49472, 1.65445], [4.89575, 1.80866, 2.26748], [0.38388, -2.43221, 3.84162], [-1.74805, -3.08096, 3.14104], [-0.85853, -4.23238, 5.23703], [-1.24700, -4.46121, 2.45397], [-3.15453, -2.22659, 1.01323], [-3.00045, 5.00692, 1.11189], [-0.65219, -2.33102, -0.94590]], "atomic_forces_ev_per_a": [[-0.0558, -0.5859, -0.3439], [0.1359, -0.0951, 0.6044], [0.7060, -0.3315, -0.2151], [0.1936, -0.0148, -1.0509], [-0.4258, -0.3903, 0.4809], [0.3677, 1.0549, -0.2336], [-0.0789, 0.3885, -1.7932], [0.3072, 0.2755, -0.3101], [-0.0895, 1.7613, -0.8106], [-0.4848, -0.2262, 0.1777], [-0.0335, 0.1409, -1.1675], [0.0336, 0.5987, -0.3285], [-0.1744, -0.1009, 0.8543], [1.3985, 0.5494, -1.8178], [0.1912, 0.1778, 0.9849], [-0.3420, -1.2483, -1.3913], [0.1083, 0.0756, -0.2841], [2.4605, -1.9968, -0.5056], [-0.3494, -0.9025, 0.7107], [-0.3340, 0.7618, -0.7788], [-0.4047, -0.5863, -0.3072], [-0.3951, 0.8802, 0.3170], [-0.8306, -1.5882, 0.1826], [1.5085, -0.4439, -0.1080], [0.3501, 0.3643, -0.2915], [-0.1614, 0.3462, 1.3985], [-0.3260, 0.5635, -1.4365], [0.8372, -1.1066, 1.2217], [-0.0244, -1.9676, 0.9301], [-0.8317, 0.3995, -0.4419], [-0.4129, -1.6080, 1.8247], [-0.3617, -0.2826, -0.7177], [0.1672, 0.2145, 0.9918], [-0.6713, -2.1522, 0.7918], [0.2616, -0.1839, 1.2419], [0.1464, -0.3514, 0.1659], [-0.4995, 0.7877, 1.1609], [-1.6673, 0.6066, 0.5038], [0.1852, 0.5098, -0.8951], [0.7836, 0.7474, 0.4663], [1.0556, 0.4215, -0.1031], [0.0104, 0.7841, -0.0764], [-0.6569, -0.1983, 0.1639], [0.5141, 0.5120, -0.3972], [0.2797, -0.6908, -0.2439], [0.3418, 0.4610, -0.1041], [-0.4501, -0.6340, -0.3150], [0.2384, 0.2090, 1.1596], [-0.6230, 0.1546, 0.0283], [-0.1241, -0.1109, -0.5334], [0.9178, -0.0763, 0.9040], [0.1150, -0.0349, -0.1761], [0.8310, 0.1849, -0.6028], [-1.6219, -0.8228, 0.6396], [0.1160, 0.0527, 0.2187], [-0.0541, 0.0049, 0.4037], [0.2614, 0.1913, 0.2832], [-0.0170, 1.0731, -0.2516], [0.1588, -0.0781, 0.4132], [0.3428, 0.3163, -0.9112], [-0.2492, -0.2877, 0.3173], [0.0963, 0.7460, -0.5414], [0.1222, 0.2918, -0.3575], [-0.2076, -0.5984, 0.2718], [-0.9390, 0.7569, -0.0529], [-1.0448, 0.6690, 0.3590], [0.2479, -0.0854, 0.1272], [0.2154, -0.2097, 0.6226], [-0.0756, 0.3589, -0.0411], [-0.2558, 0.6443, -0.1733], [0.5091, 0.2109, 0.0702], [-0.1055, -0.1936, 0.1083], [-0.5604, -1.1441, 0.6454], [-0.2806, 1.1716, 0.6169], [0.0796, 0.6410, 1.0425], [0.2075, 0.2974, -1.1332], [-0.9344, -0.1724, 0.3801], [-0.2825, -0.2269, -0.2810], [0.1057, 0.3134, -0.0764], [0.1633, 0.1399, -0.3809], [0.6881, 0.0320, 0.5995], [0.2815, -0.1083, 0.5247], [0.0078, -0.2577, 0.0507], [0.6807, 0.1944, 0.0244], [-0.1927, -0.4044, -0.2205], [0.0182, 0.1975, -0.2978], [0.2773, -0.4988, 0.0514], [0.0445, 0.2497, 0.3111], [0.0254, -0.5655, -0.3675], [-0.8619, 0.7196, 0.0237], [0.1059, 0.9090, 0.4993], [-0.1723, 0.0741, -0.3005], [-0.7527, 0.1214, 0.1431], [0.0614, -0.3430, -0.0515], [-0.3308, -0.0734, -0.0958], [-0.2540, -0.8940, -0.0031], [-0.1738, 0.0709, 0.0500], [-0.4525, -0.2966, -0.7335], [-0.0749, 0.3373, -0.1558], [0.0019, 0.1628, -0.3313], [0.1123, 0.2116, -0.0196], [-0.1893, 0.0785, -0.1496], [0.6206, 0.6896, -0.7820], [0.3455, -0.3754, 0.5450], [0.1972, -0.0993, 0.4938], [-0.2850, 1.0769, 0.5155], [0.1551, -1.3531, 0.7897], [0.7718, 0.9164, -0.8447], [-0.4144, -0.9636, -0.1780], [-0.1375, -0.0464, -0.0657], [0.7910, -0.3105, -0.5727], [0.0312, -0.0324, -0.3049], [-0.2723, 0.2920, -0.5887], [0.1029, -0.0631, 0.5059], [-0.3909, 0.2682, -0.8691]], "mulliken_charge": [-0.529, -0.362, -0.549, -0.441, -0.557, -0.488, -0.370, 0.987, -0.541, -0.630, -0.320, -0.526, -0.368, -0.757, -0.596, -0.198, -1.560, 0.030, -1.260, 0.470, -0.231, -0.541, -0.701, 1.562, 0.031, 0.736, -0.504, -0.437, -0.022, -0.014, -0.211, -0.672, -0.566, -1.117, -1.136, 0.571, -0.358, -1.614, 0.604, -0.103, -0.972, -1.063, 0.082, 0.171, 0.355, 0.169, 0.504, 0.304, 0.216, 0.183, 0.468, 0.356, 0.371, 0.600, 0.011, 0.473, -0.269, 0.220, 0.405, 0.133, 0.086, 0.078, 0.416, -0.432, -1.120, 0.257, 0.772, 0.084, 0.158, 0.442, 0.289, 0.341, -0.156, -0.263, 0.072, -0.192, 0.235, -0.614, -0.204, -0.096, -0.695, 0.277, 0.301, 0.090, 0.320, 0.444, 0.381, 0.307, 0.337, 0.401, 0.428, 0.469, 0.471, 0.283, 0.332, 0.262, 0.395, 0.312, 0.223, 0.284, 0.323, 0.082, 0.556, 0.252, 0.524, 0.380, 0.378, 0.637, -0.124, 0.324, 0.397, 0.261, 0.267, 0.325, 0.208], "e_above_lowest_kj_mol": 0.00, "homo_energy_ha": -0.3310, "total_charge": 0, "lumo_ev": 0.37}